Entry 1:
This record from the Open Molecules 2025 dataset describes a single C5H6N2O molecule at a distorted geometry. The level of theory is ωB97M-V/def2-TZVPD.

Computed properties:
Relative energy (zero: lowest compared OMol25 entry of this formula, charge and spin)   231.2 kJ/mol
SMILES   CN/C(C=O)=C/C#N
DFT total energy   -378.782893 Eh
HOMO level   -8.680 eV

Geometry (Å):
C -2.11 -0.34 0.02
N -0.77 -0.74 -0.01
C 0.34 0.02 -0.08
C 0.36 1.46 0.06
O -0.68 2.02 -0.22
C 1.52 -0.69 -0.09
C 2.76 -0.04 -0.05
N 3.86 0.39 -0.04
H -2.24 0.48 -0.67
H -2.82 -1.17 -0.41
H -2.58 0.05 1.00
H -0.55 -1.66 -0.01
H 1.31 2.02 0.74
H 1.62 -1.81 -0.23



Entry 2:
This record from the Open Molecules 2025 dataset describes a single C22H41ClN2O5P2S2 molecule at a distorted geometry. The level of theory is ωB97M-V/def2-TZVPD.

Computed properties:
DFT total energy   -3287.703803 Eh
HOMO level   -7.913 eV

Geometry (Å):
C -5.16 0.59 -3.91
C -5.47 -0.64 -3.07
O -4.31 -1.30 -2.61
C -3.84 -2.27 -3.50
C -2.87 -3.25 -2.82
O -2.57 -2.86 -1.50
C -1.28 -3.18 -1.06
C -0.96 -2.24 0.10
O -0.39 -3.11 1.14
S -0.77 -2.46 2.61
O -0.21 -3.41 3.53
O 0.22 -1.17 2.77
C -0.23 0.13 2.24
C 0.88 1.01 2.84
C 1.00 2.45 2.35
C 2.20 2.70 1.42
C 3.54 2.45 2.09
N 4.60 2.30 1.10
C 4.68 2.96 -0.10
C 5.80 2.55 -0.79
C 6.45 1.60 0.05
C 5.69 1.47 1.19
C -1.59 0.44 2.93
Cl -3.06 -0.10 2.04
C -1.88 1.84 3.49
C -2.50 2.92 2.61
C -0.07 0.19 0.68
S -1.12 1.43 -0.15
C 0.07 -1.11 -0.15
P 0.18 -0.57 -1.94
N -1.13 -0.49 -2.80
P 1.82 -1.82 0.22
C 2.08 -3.31 -0.81
C 3.06 -0.60 -0.47
H -4.34 0.43 -4.61
H -4.96 1.46 -3.30
H -6.04 0.83 -4.51
H -6.02 -0.32 -2.19
H -6.12 -1.31 -3.63
H -3.31 -1.78 -4.32
H -4.66 -2.84 -3.96
H -3.35 -4.23 -2.79
H -1.97 -3.36 -3.43
H -1.33 -4.19 -0.64
H -0.52 -3.20 -1.84
H -1.93 -1.92 0.47
H 0.73 0.96 3.92
H 1.80 0.46 2.66
H 1.16 3.09 3.21
H 0.12 2.84 1.85
H 2.12 2.16 0.48
H 2.15 3.75 1.17
H 3.81 3.31 2.71
H 3.55 1.56 2.71
H 3.97 3.68 -0.45
H 6.12 2.89 -1.76
H 7.36 1.08 -0.21
H 5.87 0.86 2.06
H -1.59 -0.19 3.80
H -1.02 2.27 4.00
H -2.61 1.67 4.28
H -1.85 3.32 1.85
H -2.75 3.76 3.26
H -3.43 2.62 2.14
H 0.90 0.64 0.52
H -2.20 0.69 -0.46
H 1.07 -1.49 -2.53
H 0.92 0.61 -1.84
H -1.05 -1.12 -3.58
H 2.02 -3.18 -1.89
H 1.38 -4.09 -0.51
H 3.07 -3.68 -0.58
H 2.67 0.19 -1.09
H 3.77 -1.17 -1.06
H 3.61 -0.16 0.35



Entry 3:
This record from the Open Molecules 2025 dataset describes a molecular structure, CH3NO4 at a distorted geometry. The level of theory is ωB97M-V/def2-TZVPD.

Computed properties:
Relative energy (zero: lowest compared OMol25 entry of this formula, charge and spin)   163.7 kJ/mol
DFT total energy   -395.489531 Eh
HOMO level   -9.848 eV

Geometry (Å):
C 0.00 0.04 -0.39
N -1.82 -0.08 -0.05
O -2.34 0.90 0.41
O -2.37 -1.07 -0.38
O 0.55 -0.90 0.33
O 0.30 1.34 -0.12
H -0.12 -0.18 -1.55
H 0.40 -1.75 0.01
H -0.12 1.75 0.77



Entry 4:
This record from the Open Molecules 2025 dataset describes 10 unconnected molecules or ions with the total composition C30H60O10 at a distorted geometry. The level of theory is ωB97M-V/def2-TZVPD.

Computed properties:
Relative energy (zero: lowest compared OMol25 entry of this formula, charge and spin)   1038.4 kJ/mol
SMILES   CC(C)=O.CC(C)=O.CC(C)=O.CC(C)=O.CC(C)=O.CC(C)=O.CC(C)=O.CC(C)=O.CC(C)=O.CC(C)=O
DFT total energy   -1931.083843 Eh
HOMO level   -9.284 eV

Geometry (Å):
C -12.67 11.66 42.88
C -11.88 11.46 41.63
C -12.58 11.60 40.28
O -10.71 11.15 41.66
H -13.47 10.84 42.78
H -13.06 12.58 43.06
H -12.01 11.52 43.78
H -12.58 12.73 39.85
H -13.73 11.42 40.42
H -12.12 11.11 39.49
C -6.99 10.35 51.42
C -6.16 9.40 52.16
C -4.97 8.77 51.45
O -6.44 9.04 53.31
H -7.61 10.97 52.10
H -7.78 9.79 50.79
H -6.46 10.76 50.62
H -4.47 8.06 52.20
H -4.22 9.74 51.12
H -5.38 8.16 50.63
C -10.94 7.68 41.11
C -11.45 7.84 42.47
C -10.38 7.76 43.63
O -12.62 7.86 42.85
H -11.70 7.91 40.59
H -10.49 6.79 41.09
H -10.32 8.56 41.05
H -10.74 7.58 44.70
H -9.72 8.60 43.51
H -9.96 6.91 43.38
C -15.32 5.72 44.27
C -14.39 5.89 45.37
C -13.85 7.25 45.93
O -13.81 4.98 45.91
H -16.26 6.31 44.24
H -15.57 4.63 44.20
H -14.89 6.26 43.41
H -13.00 7.17 46.57
H -14.56 7.99 46.47
H -13.56 7.73 44.88
C -7.16 14.29 43.81
C -7.86 13.52 44.94
C -9.00 12.55 44.48
O -7.59 13.57 46.12
H -6.09 13.66 43.59
H -6.94 15.10 44.27
H -8.01 14.38 43.20
H -8.58 11.72 43.58
H -9.78 13.02 44.00
H -9.33 11.87 45.33
C -14.54 10.47 51.68
C -14.53 12.02 51.93
C -13.29 12.72 51.48
O -15.34 12.51 52.72
H -14.07 9.89 52.29
H -14.18 10.28 50.66
H -15.53 9.99 51.87
H -13.56 13.74 51.39
H -13.14 12.25 50.47
H -12.38 12.66 52.21
C -10.92 8.90 53.72
C -11.02 8.04 52.56
C -10.47 6.60 52.53
O -11.70 8.51 51.65
H -10.92 8.27 54.52
H -11.72 9.66 53.62
H -10.10 9.51 53.72
H -11.22 6.07 51.86
H -10.54 6.15 53.45
H -9.56 6.54 51.98
C -12.43 10.71 47.53
C -11.04 9.99 47.61
C -10.24 9.98 48.97
O -10.48 9.47 46.61
H -13.07 9.92 47.73
H -12.60 11.06 46.50
H -12.53 11.50 48.23
H -10.61 9.27 49.78
H -10.43 10.99 49.30
H -9.26 9.77 48.97
C -10.88 14.27 47.20
C -10.38 15.68 47.38
C -9.42 16.29 46.38
O -10.89 16.38 48.16
H -10.04 13.64 47.34
H -11.45 14.32 46.30
H -11.49 13.86 47.87
H -8.55 15.97 46.78
H -9.60 17.30 46.05
H -9.36 15.71 45.46
C -10.49 4.41 45.86
C -9.48 4.72 46.90
C -9.72 5.84 47.88
O -8.38 4.16 46.94
H -10.03 4.46 44.93
H -11.41 5.00 45.71
H -10.90 3.34 46.11
H -9.62 6.76 47.40
H -8.97 5.98 48.64
H -10.64 5.70 48.36



Entry 5:
This record from the Open Molecules 2025 dataset describes a single C17H22F3N3OS molecule. The level of theory is ωB97M-V/def2-TZVPD.

Computed properties:
SMILES   FC(F)(F)c1cccc(N2CCN(C(=S)NC[C@@H]3CCCO3)CC2)c1
DFT total energy   -1598.314498 Eh
HOMO level   -7.984 eV

Geometry (Å):
F -6.89 -0.78 1.93
C -6.94 -0.74 0.59
F -8.17 -0.33 0.27
F -6.85 -2.02 0.18
C -5.85 0.13 0.01
C -6.14 1.37 -0.52
C -5.10 2.13 -1.02
C -3.80 1.67 -0.98
C -3.49 0.41 -0.43
N -2.21 -0.05 -0.37
C -1.07 0.81 -0.57
C 0.13 0.30 0.23
N 0.49 -1.03 -0.22
C 1.71 -1.59 -0.01
S 2.11 -3.03 -0.72
N 2.56 -0.95 0.84
C 3.98 -1.16 0.77
C 4.62 -0.11 -0.17
C 6.15 -0.10 -0.09
C 6.42 1.01 0.92
C 5.28 1.98 0.62
O 4.17 1.18 0.23
C -0.57 -1.79 -0.85
C -1.90 -1.45 -0.19
C -4.55 -0.35 0.07
H -7.16 1.73 -0.56
H -5.30 3.10 -1.45
H -3.02 2.28 -1.40
H -0.79 0.89 -1.63
H -1.31 1.82 -0.21
H -0.12 0.30 1.30
H 0.97 0.99 0.06
H 2.33 -0.01 1.12
H 4.39 -1.05 1.78
H 4.18 -2.17 0.41
H 4.25 -0.30 -1.18
H 6.57 0.16 -1.06
H 6.54 -1.07 0.22
H 6.33 0.63 1.94
H 7.40 1.47 0.80
H 5.55 2.65 -0.21
H 4.98 2.59 1.47
H -0.34 -2.85 -0.73
H -0.62 -1.57 -1.92
H -2.68 -2.06 -0.66
H -1.86 -1.71 0.88
H -4.37 -1.32 0.52



Entry 6:
This record from the Open Molecules 2025 dataset describes 2 unconnected molecules or ions with the total composition C3HN4 at a distorted geometry. The level of theory is ωB97M-V/def2-TZVPD.

Computed properties:
DFT total energy   -333.720225 Eh
Total charge   -1
HOMO level (spin up / spin down)   -0.183 / -4.549 eV
Multiplicity   3

Geometry (Å):
C -1.27 0.32 -0.46
C -0.56 -0.64 -0.16
C -0.30 -1.83 0.47
N 1.76 0.31 0.22
N -0.09 -2.92 0.86
N 1.37 1.40 0.19
N 0.73 2.29 -0.06
H -1.64 1.08 -1.06



Entry 7:
This record from the Open Molecules 2025 dataset describes a molecular structure, C23H37AsClN3Tc at a distorted geometry. The level of theory is ωB97M-V/def2-TZVPD.

Computed properties:
Relative energy (zero: lowest compared OMol25 entry of this formula, charge and spin)   195.1 kJ/mol
DFT total energy   -3839.028194 Eh
Total charge   +2
HOMO level (spin up / spin down)   -14.474 / -14.509 eV
Multiplicity   2

Geometry (Å):
Tc 1.36 -0.80 -0.07
C -0.74 -3.53 1.09
C 0.07 -4.09 -0.09
As 0.33 -2.65 -1.39
C -1.49 -2.28 -2.06
C -2.29 -3.51 -2.47
C 1.38 -3.35 -2.91
C 1.10 -4.82 -3.19
H -0.69 -4.19 1.95
H -1.78 -3.41 0.80
H -0.35 -2.53 1.37
H -0.44 -4.93 -0.56
H 1.05 -4.45 0.25
H -1.39 -1.59 -2.91
H -2.00 -1.74 -1.25
H -1.90 -3.95 -3.39
H -3.33 -3.24 -2.66
H -2.28 -4.27 -1.69
H 2.44 -3.20 -2.68
H 1.14 -2.73 -3.78
H 1.37 -5.44 -2.33
H 1.69 -5.16 -4.04
H 0.05 -4.99 -3.42
Cl 3.03 -2.13 -0.01
C 0.28 2.31 4.41
C 1.06 1.03 4.12
C 2.40 1.05 4.87
C 0.23 -0.19 4.53
N 1.26 0.99 2.66
N 1.95 -0.09 2.09
H 0.07 2.37 5.48
H -0.66 2.32 3.87
H 0.86 3.19 4.13
H 2.22 1.15 5.93
H 3.01 1.90 4.55
H 2.97 0.13 4.71
H -0.14 -0.05 5.55
H 0.81 -1.12 4.54
H -0.63 -0.31 3.88
H 1.61 1.87 2.30
H 1.74 -0.92 2.65
H 2.97 0.03 2.09
N 0.28 0.51 -0.55
C -0.26 1.57 -1.03
C -0.13 1.91 -2.45
C 0.97 1.46 -3.19
C 1.14 1.86 -4.50
C 0.21 2.71 -5.10
C -0.91 3.11 -4.39
C -1.09 2.71 -3.08
C -0.96 2.51 -0.16
C -1.72 2.06 0.93
C -2.39 2.97 1.72
C -2.30 4.33 1.45
C -1.52 4.79 0.40
C -0.85 3.89 -0.41
H 1.70 0.82 -2.71
H 2.00 1.55 -5.06
H 0.36 3.06 -6.11
H -1.65 3.74 -4.86
H -1.98 3.01 -2.54
H -1.79 1.00 1.11
H -3.02 2.63 2.53
H -2.82 5.03 2.07
H -1.43 5.85 0.21
H -0.22 4.24 -1.21



Entry 8:
This record from the Open Molecules 2025 dataset describes a molecular structure, C23H29Ge2NO5Ti at a distorted geometry. The level of theory is ωB97M-V/def2-TZVPD.

Computed properties:
DFT total energy   -6327.860512 Eh
Total charge   +1
HOMO level (spin up / spin down)   -11.118 / -11.118 eV
Multiplicity   2

Geometry (Å):
Ti 15.18 9.38 7.46
O 21.19 10.45 7.24
C 19.90 10.17 7.21
C 19.12 10.47 6.08
C 17.77 10.26 6.27
N 17.29 9.90 7.46
C 18.03 9.58 8.48
C 19.40 9.63 8.39
C 17.19 9.08 9.63
O 17.61 8.87 10.71
O 15.88 9.04 9.26
C 16.75 10.24 5.23
O 16.80 10.83 4.20
O 15.58 9.54 5.64
H 21.35 11.05 6.46
H 19.44 10.97 5.12
H 20.09 9.39 9.20
C 14.41 6.58 4.87
C 13.16 6.08 5.71
Ge 12.66 7.26 7.20
C 13.31 6.66 8.93
C 13.22 5.18 9.12
C 10.77 7.58 7.34
C 10.56 8.89 7.30
Ge 12.30 9.78 6.73
C 13.24 11.02 8.00
C 12.42 12.30 8.21
C 12.44 10.30 4.84
C 13.01 11.71 4.61
C 9.38 9.70 7.52
C 8.29 9.17 8.24
C 7.04 9.77 8.09
C 6.97 11.05 7.51
C 8.03 11.64 6.87
C 9.22 10.97 6.97
H 14.90 5.86 4.18
H 15.26 6.83 5.53
H 14.07 7.47 4.38
H 13.46 5.18 6.24
H 12.38 5.91 5.00
H 12.78 7.13 9.76
H 14.38 6.93 9.06
H 12.18 4.89 9.23
H 13.79 4.84 9.99
H 13.70 4.54 8.29
H 10.01 6.90 7.48
H 14.26 11.43 7.63
H 13.46 10.57 9.01
H 12.01 12.77 7.33
H 13.06 13.10 8.67
H 11.59 12.04 8.84
H 11.41 10.18 4.55
H 13.00 9.52 4.36
H 12.28 12.43 4.96
H 13.14 11.85 3.53
H 13.95 11.83 5.15
H 8.42 8.22 8.79
H 6.23 9.50 8.82
H 6.01 11.61 7.58
H 8.04 12.58 6.36
H 10.10 11.39 6.50



Entry 9:
This record from the Open Molecules 2025 dataset describes 2 unconnected molecules or ions with the total composition C5H9N2 at a distorted geometry. The level of theory is ωB97M-V/def2-TZVPD.

Computed properties:
Relative energy (zero: lowest compared OMol25 entry of this formula, charge and spin)   508.6 kJ/mol
DFT total energy   -305.036332 Eh
Total charge   +1
HOMO level   -12.437 eV

Geometry (Å):
C -2.28 1.03 0.48
C 3.80 -0.85 0.13
C 1.91 0.75 0.10
C -2.90 -0.01 0.10
C -3.56 -1.10 -0.24
N 3.01 0.11 0.00
N 0.72 0.36 -0.37
H -1.91 1.12 1.53
H -2.16 1.90 -0.15
H 4.49 -1.30 -0.54
H 3.67 -1.40 1.06
H 1.99 1.72 0.34
H -4.57 -1.30 -0.04
H 0.25 1.13 -0.65
H -3.04 -1.71 -0.87
H 0.58 -0.44 -0.87



Entry 10:
This record from the Open Molecules 2025 dataset describes a single C3H6N4 molecule at a distorted geometry. The level of theory is ωB97M-V/def2-TZVPD.

Computed properties:
Relative energy (zero: lowest compared OMol25 entry of this formula, charge and spin)   277.3 kJ/mol
SMILES   C/N=c1/[nH]cn[nH]1
DFT total energy   -336.843621 Eh
HOMO level   -7.852 eV

Geometry (Å):
C -1.87 -1.44 0.13
N -1.03 -0.54 -0.74
C 0.10 -0.07 -0.27
N 0.62 1.18 -0.82
C 1.77 1.67 -0.17
N 1.98 0.79 0.72
N 1.02 -0.14 0.72
H -1.78 -0.88 1.16
H -1.29 -2.47 -0.02
H -2.81 -1.68 -0.22
H -0.03 1.63 -1.55
H 2.33 2.58 -0.56
H 1.00 -0.64 1.62



Entry 11:
This record from the Open Molecules 2025 dataset describes 5 unconnected molecules or ions with the total composition H10O5 at a distorted geometry. The level of theory is ωB97M-V/def2-TZVPD.

Computed properties:
Relative energy (zero: lowest compared OMol25 entry of this formula, charge and spin)   110.4 kJ/mol
SMILES   O.O.O.O.O
DFT total energy   -382.182127 Eh
HOMO level   -10.566 eV

Geometry (Å):
O -1.84 -0.12 -1.69
H -1.97 -1.10 -1.72
H -0.91 -0.09 -1.99
O -0.72 -0.06 1.04
H -1.06 0.11 0.18
H -0.64 -0.96 1.23
O 0.32 3.33 0.98
H -0.12 3.94 0.38
H -0.20 2.58 1.19
O 0.36 -3.34 -0.53
H 1.12 -3.37 -1.12
H 0.84 -3.32 0.30
O 1.84 0.56 0.46
H 2.08 1.48 0.68
H 0.90 0.37 0.61



Entry 12:
This record from the Open Molecules 2025 dataset describes a single C20H27FN4O4 molecule. The level of theory is ωB97M-V/def2-TZVPD.

Computed properties:
Relative energy (zero: lowest compared OMol25 entry of this formula, charge and spin)   61.4 kJ/mol
SMILES   CCN(C[C@@H](C)NC(=O)c1cc(O)nn1C)C(=O)[C@@H](Cc1ccc(F)cc1)OC
DFT total energy   -1398.172765 Eh
HOMO level   -8.852 eV

Geometry (Å):
C -1.57 2.40 1.24
C -0.92 1.67 0.06
N -0.35 0.37 0.43
C 1.09 0.09 0.44
C 2.03 1.28 0.28
C 2.05 2.24 1.46
N 3.36 0.70 0.08
C 4.33 1.39 -0.56
O 4.15 2.50 -1.04
C 5.64 0.69 -0.63
C 6.13 -0.38 0.09
C 7.42 -0.56 -0.42
O 8.30 -1.50 -0.02
N 7.71 0.31 -1.37
N 6.61 1.08 -1.49
C 6.61 2.15 -2.47
C -1.12 -0.75 0.62
O -0.63 -1.79 1.01
C -2.59 -0.72 0.18
C -2.67 -0.93 -1.34
C -1.70 -1.95 -1.89
C -0.67 -1.55 -2.72
C 0.27 -2.46 -3.21
C 0.14 -3.78 -2.83
F 1.04 -4.67 -3.29
C -0.87 -4.21 -2.00
C -1.79 -3.29 -1.53
O -3.32 -1.75 0.78
C -3.46 -1.59 2.18
H -1.89 3.39 0.93
H -2.45 1.86 1.61
H -0.88 2.50 2.07
H -1.64 1.55 -0.75
H -0.12 2.28 -0.35
H 1.33 -0.42 1.38
H 1.29 -0.63 -0.36
H 1.82 1.83 -0.64
H 1.12 2.81 1.54
H 2.21 1.69 2.39
H 2.86 2.96 1.33
H 3.54 -0.24 0.40
H 5.66 -0.93 0.89
H 9.11 -1.38 -0.54
H 5.71 2.12 -3.08
H 6.66 3.12 -1.97
H 7.50 2.00 -3.08
H -3.06 0.24 0.42
H -3.70 -1.22 -1.56
H -2.50 0.02 -1.85
H -0.58 -0.50 -3.01
H 1.07 -2.15 -3.86
H -0.92 -5.26 -1.72
H -2.57 -3.61 -0.85
H -4.10 -2.40 2.53
H -2.50 -1.65 2.68
H -3.94 -0.64 2.41



Among the records above, which one has the highest DFT total energy? C5H9N2